No. 1
ORCA calculation (ωB97M-V with the def2-TZVPD basis set) on a molecular structure, C23H42N6O4ScSi at a distorted geometry.

Calculated values
Energy above the lowest of the compared OMol25 structures with the same formula, charge and spin: 1.350 eV
HOMO level: -10.10 eV
Total charge: +1
Gap between HOMO and LUMO: 7.722 eV

Each line ends with the Mulliken charge.
Element x y z (Å)
Sc (-0.8032, -0.3844, 0.0381)  -0.732
Si (-0.0704, -2.8009, -2.2872)  0.059
O (-3.7087, -2.2962, -0.6964)  -0.582
O (-2.8067, -0.4174, -0.2658)  -0.531
O (-1.8292, -2.1992, 0.2982)  -0.638
O (1.1409, -0.3116, 1.2606)  2.211
N (0.4269, -1.8347, -0.9035)  0.666
N (-1.8164, 1.4399, -1.9968)  -0.287
N (-2.8115, -1.6682, -0.2354)  1.337
N (-1.0299, 1.8292, 0.8604)  0.372
N (-1.4319, -0.8404, 2.5987)  -0.347
N (1.0656, 0.8823, -1.3659)  0.186
C (2.0891, -3.5198, -0.2349)  -0.704
C (1.8702, -1.5016, 1.0085)  0.824
C (-2.2734, -0.1673, 3.6149)  -0.823
C (0.7569, 2.9731, -2.7050)  -0.605
C (3.5710, -3.0825, 1.6036)  -0.913
C (3.0453, 2.6663, 3.4631)  -0.768
C (-3.2099, 0.8615, 2.9775)  -0.456
C (3.0936, 1.0956, 1.6387)  0.031
C (-1.8116, 2.8321, -2.4848)  -0.679
C (-2.5888, 2.2519, 2.7762)  -0.879
C (1.7849, 2.2200, 3.8197)  -0.625
C (3.6930, 2.1038, 2.3733)  -0.895
C (1.8225, 0.6573, 1.9924)  -0.114
C (1.1729, 1.2214, 3.0832)  -0.800
C (1.2421, 1.5207, -2.6813)  -0.954
C (-1.3331, -1.7237, -3.2370)  -0.922
C (2.9049, -1.8930, 1.8368)  -1.020
C (3.1466, -3.8954, 0.5650)  -1.302
C (-0.8702, -4.4943, -1.9022)  -1.160
C (-2.2148, 2.5769, 1.3325)  -0.754
C (-0.6085, 3.1680, -3.3643)  -0.885
C (1.4175, -2.2923, -0.0752)  0.942
C (1.3878, -2.9734, -3.5200)  -1.309
H (-2.8751, -0.9006, 4.1662)  0.437
H (-3.3038, 3.0122, 3.0909)  0.427
H (0.2050, 0.8400, 3.3579)  0.264
H (1.4343, -0.0692, -1.4641)  -0.072
H (2.3011, 1.4908, -2.9654)  0.655
H (0.6932, 0.9301, -3.4137)  0.318
H (-1.6268, -2.2552, -4.1342)  0.569
H (3.6167, 0.6309, 0.8157)  0.534
H (-2.7589, 1.2561, -1.6533)  0.252
H (-0.5987, -1.2044, 3.0642)  0.130
H (-2.7123, 3.0373, -3.0800)  0.469
H (1.4774, 3.5735, -3.2605)  0.370
H (-1.6389, 0.3307, 4.3546)  0.397
H (-3.0517, 2.3386, 0.6746)  0.466
H (-0.8802, -0.7920, -3.5612)  0.096
H (1.0634, -3.5262, -4.3948)  0.417
H (3.6444, -4.8366, 0.3849)  0.428
H (-0.7858, 2.2208, -0.0527)  -0.273
H (1.2745, 2.6474, 4.6700)  0.500
H (3.5250, 3.4367, 4.0450)  0.440
H (4.6687, 2.4614, 2.0868)  0.451
H (-1.9377, -1.6843, 2.3182)  0.370
H (-1.7119, 2.3801, 3.4134)  0.423
H (-0.6504, 2.5740, -4.2797)  0.315
H (1.6937, 1.3701, -0.7279)  -0.024
H (-1.2593, -4.9435, -2.8112)  0.421
H (-1.8360, 3.5002, -1.6181)  0.340
H (-3.5533, 0.4896, 2.0089)  0.185
H (-0.7064, 4.2151, -3.6587)  0.430
H (4.3972, -3.3666, 2.2335)  0.451
H (-2.0241, 3.6581, 1.2665)  0.474
H (-1.6984, -4.3911, -1.2058)  0.290
H (-0.2697, 2.0796, 1.4969)  0.053
H (0.7296, 3.3632, -1.6859)  0.335
H (3.2000, -1.2677, 2.6669)  0.538
H (-4.0824, 0.9604, 3.6226)  0.401
H (2.2415, -3.4970, -3.1068)  0.398
H (1.7414, -2.0053, -3.8629)  0.335
H (-1.7061, 0.8406, -2.8137)  0.062
H (-2.2456, -1.5159, -2.6872)  0.302
H (1.7626, -4.1817, -1.0163)  0.307
H (-0.1703, -5.2023, -1.4683)  0.374

No. 2
ORCA calculation (ωB97M-V with the def2-TZVPD basis set) on C19H21F3N2O2S in the gas phase at a distorted geometry.

Calculated values
Energy above the lowest of the compared OMol25 structures with the same formula, charge and spin: 2.118 eV
SMILES: C[C@@H]1CN([C@H](c2cccc(C(F)(F)F)c2)c2cccs2)CCN1CC(=O)O
HOMO level: -8.31 eV
Total charge: 0
Gap between HOMO and LUMO: 8.854 eV

Each line ends with the natural charge from an NBO analysis.
Element x y z (Å)
S (1.3123, -1.5724, 3.6818)  0.439
F (0.8802, -3.6705, -2.6129)  -0.320
F (3.0540, -4.0880, -2.9842)  -0.347
F (2.0932, -5.0936, -1.3931)  -0.304
O (-2.7156, 5.1711, -0.3017)  -0.669
O (-4.6385, 3.9360, -0.7730)  -0.594
N (0.1922, 0.6875, 0.4055)  -0.467
N (-1.6889, 2.3161, -0.9977)  -0.473
C (1.1896, 0.0503, 1.2767)  -0.070
C (-1.2348, -2.0312, 3.3291)  -0.252
C (2.0720, -3.9186, -1.9921)  0.981
C (-3.3948, 4.1089, -0.8906)  0.780
C (-0.8416, 1.3156, -1.7961)  -0.022
C (-2.6819, 3.0617, -1.6748)  -0.309
C (-1.6397, -0.0386, -1.9894)  -0.638
C (2.0385, -0.9813, 0.4905)  -0.043
C (-1.9092, 1.9659, 0.4680)  -0.208
C (1.5616, -1.9726, -0.3539)  -0.128
C (-0.1610, -2.4363, 4.0732)  -0.403
C (-0.5608, 1.7798, 1.0620)  -0.255
C (3.4012, -0.8941, 0.6313)  -0.179
C (0.5329, -0.7977, 2.3498)  -0.209
C (-0.8483, -1.1151, 2.2796)  -0.256
C (4.2486, -1.7826, 0.1282)  -0.221
C (2.4110, -2.8610, -1.0607)  -0.192
C (0.4550, 1.0869, -1.0217)  -0.217
C (3.7538, -2.7646, -0.7383)  -0.152
H (-2.2386, -2.2956, 3.4990)  0.224
H (-0.6275, 1.7491, 2.0739)  0.218
H (-1.5190, -0.8495, 1.4790)  0.232
H (0.0788, 2.6579, 1.1165)  0.179
H (1.0365, 0.3487, -1.5522)  0.213
H (0.4436, -1.8571, -0.4848)  0.234
H (-2.4844, 0.1676, -2.7304)  0.210
H (1.8018, 0.9282, 1.6776)  0.195
H (-2.5101, 2.6683, 1.1021)  0.227
H (4.4282, -3.4229, -1.2544)  0.227
H (-2.4871, 0.9245, 0.5301)  0.169
H (-1.0008, -0.8366, -2.4159)  0.219
H (-3.4359, 2.3983, -1.8869)  0.196
H (3.8848, -0.1031, 1.3425)  0.210
H (-2.3603, 3.5041, -2.5832)  0.218
H (5.3207, -1.7057, 0.4093)  0.225
H (-0.5041, 1.8390, -2.6985)  0.210
H (-2.0987, -0.2968, -1.0606)  0.215
H (1.0091, 1.9868, -1.0457)  0.179
H (-3.4396, 5.7537, -0.1162)  0.494
H (-0.1781, -3.0201, 5.0038)  0.236

No. 3
ORCA calculation (ωB97M-V with the def2-TZVPD basis set) on a molecular structure, C2H8BrCuN4O2 at a distorted geometry.

Calculated values
Energy above the lowest of the compared OMol25 structures with the same formula, charge and spin: 3.310 eV
<S²>: 0.753
HOMO level (alpha / beta): -11.54 / -11.54 eV
Spin multiplicity: 2
Total charge: +1
Gap between HOMO and LUMO (alpha / beta): 4.356 / 3.879 eV

Each line ends with the natural charge from an NBO analysis.
Element x y z (Å)
Br (-7.9758, 20.3157, 16.3054)  0.015
Cu (-8.2731, 16.6024, 15.4138)  0.981
O (-2.2193, 22.4629, 12.5843)  -0.662
O (-8.8084, 17.5144, 11.7516)  -0.715
N (-3.8450, 22.2292, 14.0528)  -0.829
N (-3.5617, 20.7419, 12.4019)  -0.848
N (-8.3244, 19.4272, 10.7867)  -0.826
N (-8.8135, 17.6655, 9.5974)  -0.807
C (-3.1529, 21.8232, 13.0172)  0.742
C (-8.7406, 18.1752, 10.7811)  0.756
H (-9.3053, 16.8003, 9.4251)  0.414
H (-8.6533, 18.2522, 8.7910)  0.383
H (-4.5714, 21.5988, 14.3608)  0.374
H (-3.6289, 23.1502, 14.4064)  0.425
H (-8.1769, 19.8942, 11.6700)  0.407
H (-2.9201, 20.5465, 11.6467)  0.417
H (-4.4994, 20.3672, 12.3832)  0.381
H (-8.2769, 19.8335, 9.8633)  0.392

No. 4
ORCA calculation (ωB97M-V with the def2-TZVPD basis set) on 7 unconnected molecules or ions with the total composition C50H53BF13N4O2S at a distorted geometry.

Calculated values
Energy above the lowest of the compared OMol25 structures with the same formula, charge and spin: 0.324 eV
HOMO level: -10.82 eV
Total charge: +1
Gap between HOMO and LUMO: 7.827 eV

Each line ends with the Mulliken charge.
Element x y z (Å)
S (-2.0282, -2.7932, 4.9793)  -0.206
F (-2.4241, 3.7472, 6.0263)  -0.276
F (-2.4757, 2.5793, -6.1825)  -0.336
F (1.2234, 2.4409, -1.7506)  0.169
F (-0.2000, 1.2863, 6.2678)  -0.149
F (4.8455, 3.2242, 1.2490)  -0.286
F (-5.5704, -3.1646, -1.5325)  -0.316
F (0.8584, -4.9521, 0.8717)  -0.259
F (-0.7607, 2.9760, 4.1784)  -0.198
F (-2.8528, 2.8030, 3.6042)  -0.305
F (-0.7878, 2.8769, 7.6521)  -0.239
F (5.2512, -4.7667, 3.6341)  -0.335
F (-3.5024, 1.8536, 6.0402)  -0.247
F (-1.8449, 0.9673, 7.6736)  -0.253
O (0.9192, -0.6562, 0.5741)  0.067
O (-1.3261, -0.6296, -0.2209)  -0.796
N (-2.0790, -0.1289, 4.7937)  -0.236
N (-1.7064, 0.8950, 3.9520)  0.489
N (-1.2684, -1.0824, 3.0006)  -0.306
N (-0.7692, 0.7673, 1.7103)  0.201
C (3.4840, -4.1843, 5.0631)  -0.612
C (4.5841, 0.2582, 4.4942)  -1.346
C (-5.7150, -3.8158, -2.7125)  0.538
C (1.6088, 2.8998, 2.3409)  -1.322
C (5.1421, 1.8204, -2.0734)  -0.612
C (4.8352, 1.9306, -0.7250)  0.113
C (-6.8470, -5.4299, -4.0418)  -0.339
C (-1.8736, 2.2660, 4.3494)  0.725
C (-1.7823, -1.2712, 4.1940)  0.151
C (-5.5687, 3.6622, -4.6630)  -0.346
C (-4.3042, 3.1086, -4.7998)  -0.363
C (-5.6019, 4.1885, -7.0073)  -0.320
C (2.2212, -3.6367, 5.2241)  -0.394
C (0.0434, 3.2459, -3.6263)  -0.659
C (5.7570, 2.8713, -2.7386)  -0.583
C (1.5229, -3.1603, 4.1219)  0.172
C (6.0626, 4.0402, -2.0549)  -0.513
C (-3.7111, 3.1130, -6.0450)  0.472
C (-6.0044, -5.1346, -5.1042)  -0.544
C (0.9861, 5.0501, -4.9058)  -0.820
C (2.0834, 5.0851, -4.0560)  -0.482
C (1.0695, -5.1371, -0.4544)  0.361
C (0.7909, 2.6064, 1.0889)  -0.066
C (2.1664, 4.2072, -2.9853)  -0.434
C (-1.2237, 0.2497, 2.8163)  -0.130
C (2.0861, -3.2339, 2.8580)  0.300
C (1.9232, 1.7353, 3.2760)  0.035
C (3.3513, -3.7737, 2.6848)  -0.682
C (2.9209, 0.7561, 2.6504)  1.287
C (-0.6484, 2.1660, 1.3031)  -1.391
C (1.4910, -5.5076, -3.1432)  -0.581
C (0.8798, -6.5022, -2.3924)  -0.360
C (-4.3348, 3.6446, -7.1539)  -0.519
C (1.6749, -4.1306, -1.1786)  0.073
C (0.6677, -6.3219, -1.0338)  -0.614
C (1.8888, -4.3253, -2.5355)  -0.730
C (4.3384, 0.9553, 3.1563)  -0.836
C (-0.0335, 4.1331, -4.6892)  -0.056
C (5.1464, 3.1040, -0.0680)  0.483
C (-2.8341, -2.5227, 0.0234)  -1.315
C (-1.2326, 1.8794, 6.8851)  0.711
C (-6.7029, -4.7699, -2.8306)  -0.498
C (-5.0151, -4.1729, -4.9581)  -0.389
C (5.7530, 4.1645, -0.7081)  -0.622
C (-6.2188, 4.2000, -5.7641)  -0.543
C (-2.2988, 2.4234, 5.8451)  0.261
C (1.1424, 3.3041, -2.7966)  0.284
C (-1.4787, -2.0538, -0.4307)  0.346
C (4.0279, -4.2398, 3.7936)  0.180
C (-4.8672, -3.5011, -3.7537)  -0.403
B (-0.3662, -0.2515, 0.6274)  1.442
H (-3.8332, 3.6307, -8.1121)  0.426
H (5.0266, 0.5339, 2.4357)  0.510
H (2.4089, 2.1691, 4.1415)  0.821
H (-3.5628, -2.5183, -0.7626)  0.172
H (1.5348, -2.8790, 2.0030)  0.225
H (-3.2431, -1.9332, 0.8320)  0.286
H (4.0453, -4.5668, 5.9044)  0.453
H (1.2891, -0.6992, 1.4614)  -0.409
H (-3.7822, 2.6770, -3.9559)  0.432
H (-7.3447, -4.9889, -1.9880)  0.412
H (-2.7465, -3.3771, 4.0145)  0.215
H (-2.7510, -3.5538, 0.3358)  0.406
H (5.9773, 5.0686, -0.1583)  0.428
H (-6.1187, -5.6531, -6.0458)  0.378
H (2.5730, 3.2368, 1.9873)  0.303
H (3.0107, 4.2189, -2.3067)  0.346
H (0.1995, -7.0865, -0.4286)  0.435
H (4.5577, 2.0055, 3.2145)  0.399
H (1.0360, 1.2387, 3.6491)  -0.358
H (5.6434, 0.0869, 4.6085)  0.458
H (-7.2055, 4.6279, -5.6547)  0.378
H (4.9002, 0.9103, -2.6046)  0.408
H (4.3643, 1.1183, -0.1886)  0.327
H (2.8798, 5.7963, -4.2264)  0.413
H (-0.7060, -2.6118, 0.0785)  -0.202
H (6.5456, 4.8589, -2.5698)  0.396
H (1.7843, -3.5812, 6.2124)  0.408
H (-7.6210, -6.1760, -4.1551)  0.363
H (1.3248, 1.9345, 0.4408)  0.187
H (-6.0464, 3.6731, -3.6931)  0.356
H (-4.3564, -3.9430, -5.7838)  0.364
H (2.3679, -3.5507, -3.1180)  0.412
H (2.9544, 0.9261, 1.5841)  -0.369
H (-0.7352, 2.5161, -3.4442)  0.435
H (4.3170, 0.9095, 5.3148)  0.319
H (4.0514, -0.6787, 4.5608)  0.230
H (0.5671, -7.4227, -2.8650)  0.392
H (1.6574, -5.6549, -4.2011)  0.407
H (2.6625, -0.2857, 2.8085)  -0.858
H (-2.5125, -0.0885, 5.7068)  0.258
H (0.9249, 5.7372, -5.7383)  0.395
H (1.9692, -3.2116, -0.6878)  0.455
H (0.7099, 3.5400, 0.5513)  0.712
H (3.8109, -3.8379, 1.7071)  0.552
H (-1.3625, -2.2319, -1.4872)  0.568
H (-4.1076, -2.7418, -3.6210)  0.424
H (-1.1600, 2.8934, 1.9124)  0.310
H (5.9976, 2.7792, -3.7885)  0.413
H (1.2042, 3.7460, 2.8775)  0.538
H (0.5347, -2.7342, 4.2373)  -0.296
H (-0.8878, 4.1046, -5.3476)  0.380
H (-1.1272, 2.2293, 0.3332)  0.523
H (-6.1083, 4.6042, -7.8671)  0.368